69
Properties=species:S:1:pos:R:3 method="wB97M-V/def2-TZVPD" largest_force_ev_per_a=0.51 gap_ev=8.9 e_lumo_ev=0.8 relative_energy_kj_mol=5.8 smiles="COCCOC1CCN(C(=O)c2ccc(OC)c(OC3CCN(C(C)C)CC3)c2)CC1"
C 9.92545 1.67986 -1.52808
O 9.31843 1.23873 -0.34050
C 8.10434 0.56100 -0.56322
C 7.57784 0.08558 0.79522
O 6.40782 -0.69108 0.68466
C 5.18725 -0.05793 1.02233
C 4.13812 -1.16744 1.12849
C 2.76374 -0.57750 1.44477
N 2.39914 0.39886 0.44934
C 1.30601 0.37142 -0.35218
O 1.02680 1.30244 -1.08862
C 0.44227 -0.84552 -0.29249
C 0.91810 -2.10689 -0.60296
C 0.05264 -3.19212 -0.62016
C -1.29174 -3.02974 -0.33451
O -2.21579 -4.02845 -0.31739
C -1.79445 -5.33499 -0.61639
C -1.79180 -1.73715 -0.04234
O -3.12046 -1.68225 0.22071
C -3.76697 -0.42705 0.35546
C -5.15222 -0.70060 0.93634
C -5.94101 0.60285 1.03613
N -6.07541 1.18840 -0.28173
C -7.09191 2.22161 -0.42086
C -8.48813 1.60069 -0.34296
C -6.96739 3.38965 0.56741
C -4.77453 1.54336 -0.80849
C -3.93386 0.28189 -0.99007
C -0.91556 -0.66709 -0.03153
C 3.33319 1.49824 0.35509
C 4.72514 0.98126 -0.00738
H 10.84502 2.18358 -1.23799
H 9.27870 2.38161 -2.06971
H 10.16182 0.83830 -2.19086
H 8.25935 -0.31171 -1.21528
H 7.38051 1.22725 -1.05609
H 7.42360 0.95143 1.44891
H 8.34517 -0.55185 1.24746
H 5.29475 0.43840 2.00301
H 4.43390 -1.87439 1.90309
H 4.11136 -1.69854 0.17681
H 2.00798 -1.36123 1.49028
H 2.80504 -0.07699 2.42224
H 1.95677 -2.25421 -0.85596
H 0.44517 -4.16540 -0.86798
H -1.38596 -5.40625 -1.63012
H -1.04831 -5.69370 0.10092
H -2.68723 -5.95424 -0.54505
H -3.20541 0.21372 1.05259
H -5.67102 -1.39475 0.27584
H -5.05714 -1.16331 1.91926
H -6.93298 0.39107 1.43477
H -5.42036 1.28064 1.73789
H -6.96538 2.61956 -1.43530
H -8.74971 1.33727 0.67861
H -9.22736 2.30867 -0.70872
H -8.52526 0.70457 -0.95573
H -7.15470 3.05584 1.58528
H -5.97352 3.82887 0.51954
H -7.69386 4.15922 0.31969
H -4.90786 2.03058 -1.77697
H -4.23150 2.24283 -0.14545
H -2.96403 0.53815 -1.41833
H -4.44512 -0.39800 -1.67275
H -1.25872 0.33345 0.17550
H 2.96042 2.18153 -0.41010
H 3.37149 2.02470 1.31716
H 5.42018 1.82105 -0.03801
H 4.69921 0.51224 -0.99253

69
Properties=species:S:1:pos:R:3 method="wB97M-V/def2-TZVPD" largest_force_ev_per_a=1.24 gap_ev=8.6 e_lumo_ev=-4.3 charge=+1
C 3.24660 -3.88178 1.07348
C 2.27473 -2.91282 0.50510
O 2.05037 -2.85472 -0.66524
O 1.63281 -2.06056 1.37455
C 1.94473 -0.68216 1.15504
C 3.43023 -0.49940 0.93073
C 3.92540 -0.14971 -0.31956
C 5.29079 -0.04434 -0.49230
N 6.11251 -0.26713 0.54653
C 5.66410 -0.59699 1.76530
C 4.30785 -0.72137 1.98953
H 2.93949 -4.32415 2.01494
H 3.42448 -4.63134 0.31687
H 4.20167 -3.39625 1.25361
H 1.39936 -0.28507 0.30632
H 1.68415 -0.10875 2.03835
H 3.22717 0.01442 -1.12100
H 5.71296 0.19857 -1.45071
H 7.10921 -0.19209 0.38470
H 6.37172 -0.77882 2.55449
H 3.94271 -1.00236 2.96258
C -1.90422 3.36765 2.29766
C -2.32179 2.37468 1.22357
C -1.24833 1.31350 0.94664
C -0.00586 1.92893 0.47381
N 0.97461 2.39783 0.10666
H -1.02502 3.94254 1.99817
H -2.70984 4.07392 2.48418
H -1.68133 2.86188 3.23861
H -2.55232 2.91054 0.30614
H -3.23703 1.87069 1.53900
H -1.58912 0.60788 0.18683
H -1.02973 0.74864 1.85567
C -4.22736 1.51003 -4.28618
C -4.15149 0.59969 -3.06588
C -5.09654 1.03312 -1.93845
C -4.77270 2.38059 -1.46697
N -4.50360 3.43315 -1.10263
H -3.92361 2.52887 -4.04278
H -3.56545 1.14975 -5.07309
H -5.24116 1.54338 -4.68818
H -3.12529 0.57933 -2.69181
H -4.40560 -0.42062 -3.35707
H -5.02420 0.34836 -1.09257
H -6.13093 1.02843 -2.28442
C 6.38035 -7.14191 -3.12501
C 5.11808 -6.28721 -3.12290
C 5.39876 -4.80873 -2.82359
C 6.00765 -4.64427 -1.50157
N 6.46741 -4.54733 -0.45522
H 6.86362 -7.14382 -2.14697
H 6.13966 -8.17473 -3.37228
H 7.10016 -6.77876 -3.86053
H 4.41427 -6.67871 -2.38626
H 4.63107 -6.35449 -4.09625
H 4.47282 -4.23181 -2.84684
H 6.07625 -4.39042 -3.56962
C -5.98257 5.39654 1.73499
C -7.08509 4.67726 2.50426
C -6.74016 4.45951 3.98332
C -5.53520 3.64156 4.12526
N -4.59737 2.98906 4.21111
H -5.06031 4.81409 1.72020
H -6.27932 5.55636 0.69941
H -5.76601 6.37031 2.17880
H -7.28494 3.71290 2.03339
H -8.00697 5.25784 2.44700
H -7.55861 3.95592 4.49797
H -6.56870 5.41487 4.48113